Below is a cluster of 2 separate species, C19H23F2Si in total at a distorted geometry, with properties calculated with the ωB97M-V functional and the def2-TZVPD basis.

## Properties
- Energy relative to the best compared isomer or geometry (same formula, charge and spin): 16.8 kcal/mol
- Energy: -33380.6363 eV
- Gap between HOMO and LUMO: 6.681 eV
- E_HOMO: -12.368 eV

ORCA input file:
```
! RIJCOSX wB97M-V def2-TZVPD def2/J DEFGRID3
* xyz 1 1
C 1.19702 -1.80688 1.82120
Si 0.63018 -0.01224 1.78128
C 1.31885 0.80225 3.31746
C 1.35252 0.82495 0.27413
C -1.28804 0.14547 1.66699
C -1.99455 -1.16760 1.81358
C -1.96164 1.31210 1.45433
H 2.29569 -1.81897 1.82928
H 0.86421 -2.34458 2.71792
H 0.87104 -2.38324 0.94687
H 2.41300 0.69836 3.30972
H 1.07813 1.87111 3.35009
H 0.94127 0.33815 4.23629
H 2.43715 0.66879 0.26779
H 0.94459 0.42725 -0.65985
H 1.16628 1.90300 0.28350
H -3.09341 -1.06522 1.86290
H -1.78627 -1.85870 0.97126
H -1.67490 -1.70368 2.72864
H -2.93748 1.41001 1.93052
H -1.40411 2.20951 1.20388
F -5.53319 6.43934 2.36656
C -5.08604 5.39212 1.60550
C -5.79077 4.19249 1.65329
C -5.26380 3.10713 0.95728
C -4.02419 3.18804 0.25171
C -3.37322 1.95074 -0.13030
C -2.51925 1.77078 -1.28930
C -2.61727 0.55722 -2.02447
C -1.66368 0.17892 -2.95167
C -0.63300 1.07620 -3.21575
F 0.34592 0.70556 -4.10077
C -0.52199 2.29605 -2.58834
C -1.44916 2.64051 -1.61516
C -3.47686 4.49151 0.08942
C -3.94704 5.56276 0.84902
H -6.72205 4.11355 2.19989
H -5.80439 2.14719 0.97062
H -3.91710 1.04649 0.17094
H -3.46318 -0.12484 -1.80580
H -1.72347 -0.76992 -3.48103
H 0.28269 2.99262 -2.83768
H -1.30140 3.55048 -1.03560
H -2.66286 4.65163 -0.60682
H -3.43984 6.52311 0.80746
*
```